No. 1
41
Properties=species:S:1:pos:R:3:forces:R:3 method="wB97M-V/def2-TZVPD" orbital_gap_ev=6.53 molar_mass_g_mol=432.67 total_charge=+1 e_tot_ha=-1554.6764 multiplicity=1 homo_ev=-10.7
O -1.541571 -2.277028 -1.197747 1.85 2.37 1.01
C -0.960045 -1.403820 -0.730250 -7.56 -10.13 -4.76
Cd 0.000000 0.000000 0.000000 -0.08 0.16 0.47
C 1.049637 1.397932 0.648828 6.74 9.91 5.04
O 1.694565 2.255838 1.046278 -1.41 -2.15 -1.33
C 1.467096 -0.259668 -1.519548 2.62 -0.48 -2.67
O 2.510643 0.336323 -1.587581 -0.15 -0.09 0.02
C -0.735097 1.156267 -1.247396 -6.56 8.74 -8.13
O -1.216463 1.858657 -2.019689 1.65 -1.88 1.51
C 1.077609 -1.204565 0.906367 6.83 -8.58 7.82
O 1.722509 -1.968431 1.473636 -1.15 1.72 -1.89
H 1.218185 -1.016724 -2.300754 0.29 -0.09 -0.42
C -2.377390 -2.404507 2.197470 0.31 -0.10 -0.23
N -2.795477 -1.373356 3.149580 1.37 2.64 0.08
C -4.252124 -1.240241 3.183462 -0.54 -0.06 0.43
P -1.853705 0.177885 2.918349 -0.84 -1.06 -0.49
O -1.467811 0.273486 1.401476 -2.70 0.54 5.53
N -2.910844 1.621710 3.325145 1.21 -2.03 -0.50
C -2.110013 2.831210 3.543672 0.45 0.40 0.49
C -3.836473 1.898772 2.209892 -0.48 -0.04 -0.59
N -0.427516 -0.057265 4.034906 -2.69 0.67 -1.57
C 0.682807 0.878451 3.844478 0.64 0.10 -0.24
C -0.902383 -0.063069 5.425566 -0.49 -0.36 0.84
H -2.724661 -2.147394 1.175406 0.16 -0.26 0.39
H -2.816349 -3.385062 2.478700 0.22 0.67 -0.02
H -1.272968 -2.513457 2.203244 -0.60 0.04 0.02
H -4.551233 -0.436165 3.887358 0.17 -0.41 -0.59
H -4.669237 -1.074852 2.168982 0.03 0.03 0.46
H -4.695060 -2.182769 3.571407 0.38 0.48 -0.23
H -1.448355 3.038170 2.673327 -0.24 0.12 0.45
H -2.772849 3.710657 3.700986 0.25 -0.71 -0.26
H -1.521646 2.744210 4.472723 -0.11 -0.01 -0.48
H -3.286770 2.147239 1.275351 -0.31 -0.04 0.46
H -4.502141 1.051219 1.999000 0.36 0.19 0.12
H -4.507050 2.747187 2.466250 0.62 -0.45 0.07
H 0.356745 1.921628 3.711169 0.32 -0.29 0.07
H 1.388009 0.835998 4.702238 -0.68 -0.08 -0.38
H 1.275338 0.549947 2.980682 -0.18 0.23 0.21
H -1.318304 0.920279 5.721498 0.22 -0.43 0.06
H -1.687894 -0.836601 5.560068 0.46 0.51 -0.18
H -0.071747 -0.322079 6.115903 -0.39 0.18 -0.59



No. 2
31
Properties=species:S:1:pos:R:3:forces:R:3 method="wB97M-V/def2-TZVPD" orbital_gap_ev=9.07 smiles="C=C=C(Cl)C(C)(C)C.C=C(C)C" molar_mass_g_mol=186.73 e_tot_ha=-890.5590 multiplicity=1 homo_ev=-8.3
C 0.817756 -2.385516 -1.591484 0.20 -0.93 -2.46
C 0.659852 -1.172116 -1.205686 -0.15 2.97 0.29
C 0.473346 0.083353 -0.793598 -1.55 -2.17 -2.02
Cl 1.717206 0.990547 -0.148820 1.50 1.27 -0.88
C -0.810304 0.877276 -1.100636 -1.18 1.24 2.47
C -2.027944 0.009069 -1.347475 1.20 -2.99 -0.27
C -0.570420 1.660833 -2.369351 0.84 -1.49 -0.94
C -1.262943 1.818263 0.109104 0.84 -0.65 -1.85
H 0.982757 -2.739892 -2.656835 0.01 0.92 1.23
H 0.739041 -3.194161 -0.928526 -0.24 -1.04 1.07
H -2.659785 0.452846 -2.047864 -1.05 0.94 -1.22
H -2.660496 -0.175646 -0.474952 0.49 -0.27 0.08
H -1.699753 -0.982414 -1.841231 -0.71 1.28 0.92
H 0.130992 2.505122 -2.412178 0.26 -0.72 0.30
H -0.344259 0.774921 -3.025482 0.45 1.45 -0.32
H -1.491816 2.022593 -2.726425 -1.27 0.69 -0.33
H -0.412060 2.359188 0.427165 0.74 0.62 0.82
H -1.734468 1.257829 0.865428 -0.02 -0.64 1.01
H -2.020184 2.526526 -0.145914 -0.45 0.58 -0.94
C -0.434669 -0.847375 1.640064 -0.41 -0.74 1.11
C 0.846739 -0.611938 1.908625 0.77 0.28 -0.47
C 2.036497 -1.508319 1.445910 -3.37 0.47 1.44
C 1.174162 0.671690 2.629130 2.35 -0.65 -1.61
H -1.230932 -0.120121 1.878004 0.71 -0.70 0.21
H -0.780409 -1.838593 1.353333 0.08 0.21 -0.56
H 2.859500 -0.988713 1.078155 1.20 0.85 -0.65
H 2.282239 -2.052558 2.295517 1.08 -0.96 1.83
H 1.657912 -2.258491 0.806177 -0.14 -0.51 -1.06
H 1.354624 0.415919 3.630376 0.44 -0.09 1.64
H 2.092487 1.191266 2.176264 -1.43 -0.67 1.13
H 0.315332 1.258612 2.573204 -1.18 1.46 0.03



No. 3
39
Properties=species:S:1:pos:R:3:forces:R:3 method="wB97M-V/def2-TZVPD" orbital_gap_ev="4.09 / 4.10" molar_mass_g_mol=449.64 e_tot_ha=-2578.4680 multiplicity=1 homo_ev="-7.8 / -7.8"
C 0.568042 -1.505242 -1.206522 -0.31 -0.23 0.81
C -0.779981 -1.078584 -1.519789 0.27 -0.85 0.11
C -1.469728 -0.864034 -0.285901 0.30 -0.30 0.18
C -1.375859 -1.105615 -2.870381 -0.07 0.78 -0.12
C -0.555843 -1.094382 0.792063 0.12 -0.52 -0.67
C 0.691032 -1.541725 0.229662 -0.28 -0.05 -0.62
C 1.846604 -2.035377 1.025459 0.24 0.32 0.04
C 1.586339 -1.969907 -2.187255 0.31 0.16 -0.08
C -2.933949 -0.673941 -0.128332 -0.10 0.58 -0.01
C -0.865332 -1.097785 2.246261 0.08 0.55 0.25
Mo 0.490605 0.627318 -0.506819 1.16 3.98 0.59
Cl -2.474998 1.886267 -3.677584 0.10 0.03 0.31
Cl 0.933557 1.340747 -2.675156 -0.88 -0.82 1.21
Cl -1.305602 2.129905 -0.343476 0.75 -1.43 -0.44
H -0.608002 -1.156823 -3.643483 -0.13 -0.16 0.10
H -1.931138 -0.162832 -3.053922 0.02 -0.04 -0.09
H -2.093401 -1.926170 -2.983543 0.17 -0.01 0.20
H -3.336815 -0.046263 -0.928059 0.04 -0.03 0.06
H -3.161812 -0.214986 0.837836 -0.01 -0.02 -0.18
H -3.443727 -1.647184 -0.164544 0.25 0.10 -0.05
H -1.510552 -0.253094 2.513028 0.11 -0.22 -0.03
H 0.058965 -1.004374 2.824062 -0.29 0.01 -0.06
H -1.364686 -2.031472 2.535899 0.05 0.12 -0.22
H 1.885289 -1.502009 1.979151 0.15 -0.12 -0.14
H 2.779562 -1.850828 0.489317 -0.09 -0.08 0.14
H 1.751170 -3.108646 1.230478 -0.08 0.17 -0.12
H 1.504827 -1.417726 -3.127314 0.02 -0.14 0.17
H 1.460668 -3.039386 -2.392720 -0.05 0.15 0.08
H 2.586042 -1.805246 -1.777602 -0.08 -0.07 -0.14
O 2.399054 0.533462 -0.247024 -1.19 -0.32 0.37
H 2.840423 1.353211 0.062556 -0.44 -0.16 -0.28
C 0.133119 3.866840 2.466359 -0.27 -0.14 0.04
S 1.325655 2.733297 1.778283 0.32 1.83 1.46
O 1.502489 3.140119 0.373842 -0.20 -1.47 -0.20
O 2.515066 2.874229 2.597731 -0.61 -0.58 -0.64
O 0.656262 1.392451 1.914469 0.20 -0.84 -1.78
H 0.459079 4.891703 2.258913 0.00 -0.31 0.02
H 0.086788 3.690313 3.547668 0.06 0.04 -0.30
H -0.849214 3.673770 2.016385 0.34 0.10 0.05



No. 4
39
Properties=species:S:1:pos:R:3:forces:R:3 method="wB97M-V/def2-TZVPD" orbital_gap_ev="2.93 / 2.23" molar_mass_g_mol=352.19 total_charge=+1 s2=3.757 e_tot_ha=-2664.7189 multiplicity=4 homo_ev="-9.9 / -9.9"
Co 3.633451 -3.867275 -19.749440 -4.22 0.06 0.06
F 1.958663 -3.893239 -20.844560 2.99 -0.14 1.60
C 1.201933 -5.866652 -14.875202 0.01 -0.10 1.79
O 2.087063 -5.450700 -15.942709 -0.33 0.85 -1.92
P 1.573287 -4.256505 -16.898322 -2.96 0.23 2.49
O 2.498981 -3.807801 -17.991068 1.56 -0.68 -0.72
O 1.236291 -3.073682 -15.829948 0.09 -1.21 -1.54
C 2.270173 -2.538844 -14.958201 0.58 1.14 -0.76
O 0.101557 -4.669329 -17.454664 1.97 2.32 2.11
C -0.040714 -5.636638 -18.454879 -0.35 -0.97 -1.11
H 0.193272 -5.454267 -14.849916 0.10 0.13 -0.81
H 1.645676 -5.533117 -13.937145 0.23 0.19 -0.10
H 1.145761 -6.948726 -14.756580 0.18 0.02 -0.82
H 1.943837 -2.369344 -13.932095 -0.19 -1.30 0.02
H 2.485041 -1.499761 -15.207692 -0.25 0.06 -0.81
H 3.212963 -3.049451 -15.154463 -0.12 -0.33 0.80
H -0.764042 -5.374043 -19.226845 0.32 0.99 -0.04
H -0.558547 -6.505003 -18.047601 0.90 -0.42 0.34
H 0.948181 -5.758732 -18.896799 -0.36 -0.89 -0.35
N -0.003018 -1.795118 -20.274017 1.05 -1.45 0.23
C -0.188385 -1.252854 -19.034548 -0.67 0.36 0.36
C -1.100666 -0.247613 -19.184022 0.66 0.63 0.50
C -1.359697 -0.131377 -20.567577 -1.73 2.01 0.94
C -0.743409 -1.128673 -21.191851 0.66 -0.70 -1.45
H 0.569293 -2.603486 -20.471735 -0.13 0.23 0.06
H 0.285824 -1.500332 -18.096322 0.20 -0.58 -0.36
H -1.403048 0.388681 -18.365424 -0.16 0.09 -0.23
H -1.911058 0.679653 -21.019944 -0.22 -0.30 -0.08
H -0.780681 -1.374805 -22.242770 0.31 -0.17 0.14
N 0.712941 -3.502526 -23.301303 1.30 0.81 0.53
C 1.555135 -3.001468 -24.281597 -1.67 0.14 -1.07
C 0.750490 -2.835674 -25.427085 2.28 -0.28 0.63
C -0.514624 -3.273162 -25.105792 -1.91 -0.41 0.82
C -0.555961 -3.603721 -23.754131 -0.08 -0.04 -1.39
H 1.030863 -3.643116 -22.353005 -0.23 -0.05 -0.30
H 2.585864 -2.707619 -24.148682 -0.12 -0.31 0.31
H 1.121733 -2.525246 -26.392595 -0.10 0.05 0.08
H -1.371453 -3.404889 -25.749899 0.08 0.34 -0.09
H -1.426543 -3.826437 -23.155062 0.35 -0.31 0.13



No. 5
33
Properties=species:S:1:pos:R:3:forces:R:3 method="wB97M-V/def2-TZVPD" orbital_gap_ev=9.17 molar_mass_g_mol=195.29 total_charge=+1 e_tot_ha=-614.9083 multiplicity=1 homo_ev=-12.2
H -3.247700 2.300149 1.649044 -0.04 -0.17 0.01
N -2.643187 1.744204 1.042533 0.54 0.23 0.03
C -3.287481 1.124150 0.154083 3.32 -1.14 -0.70
C -4.703849 1.118146 -0.023589 -1.75 0.55 -4.17
C -2.467314 0.194855 -0.852001 1.54 -0.35 2.22
C -2.587308 -1.202739 -0.278251 1.75 0.18 0.34
C -1.568674 -2.066735 -0.021066 -1.90 0.70 1.17
C -0.120441 -1.914239 0.131858 -0.55 0.47 -2.22
C 0.471013 -0.785500 0.521790 -2.23 1.57 0.34
N 1.863647 -0.473686 0.352597 0.13 0.96 -0.81
C 2.370329 0.561002 1.325202 2.27 -1.63 0.80
C 3.891726 0.727174 0.977408 -0.21 1.86 0.84
O 4.132144 1.196159 -0.317524 -0.73 -2.62 -2.03
C 3.693364 0.087966 -1.175150 -0.07 -0.57 -2.08
C 2.141130 -0.076389 -1.074780 1.83 -2.53 -0.96
H -5.187154 0.183364 -0.384432 0.54 0.44 0.46
H -4.875351 1.855860 -0.917081 0.06 -1.16 1.39
H -5.204931 1.522204 0.782887 -1.16 0.68 1.77
H -1.337009 0.385053 -1.089454 -2.40 0.36 0.53
H -3.033324 0.042980 -1.719252 -0.68 0.58 -1.81
H -3.628834 -1.449502 -0.091614 0.23 -0.76 -0.20
H -1.867394 -3.058073 0.259720 -0.29 -0.48 0.11
H 0.278528 -2.772163 -0.448017 1.04 0.54 1.13
H -0.133168 0.192623 0.770030 1.06 -2.27 -0.11
H 2.495005 -1.265580 0.427256 -0.26 -0.56 0.55
H 2.469062 -0.033182 2.274676 -0.90 1.10 -0.39
H 1.741540 1.459710 1.358895 0.23 -0.46 -0.11
H 4.376302 1.509920 1.588725 -0.53 -0.62 0.32
H 4.402377 -0.227584 1.144488 -0.01 -0.03 0.11
H 4.185259 -0.947142 -0.954983 -0.45 1.86 0.19
H 3.909815 0.220761 -2.312485 -0.07 0.45 2.18
H 1.701638 0.829126 -1.388362 -1.00 0.97 0.10
H 1.770240 -0.982895 -1.713156 0.71 1.84 1.02



No. 6
34
Properties=species:S:1:pos:R:3:forces:R:3 method="wB97M-V/def2-TZVPD" orbital_gap_ev=10.23 smiles="C=NC(=O)O[C@]1(CCCC)C=[NH+]C[C@@H]1C" molar_mass_g_mol=211.28 total_charge=+1 e_tot_ha=-690.1742 multiplicity=1 homo_ev=-14.0
C -2.128333 -2.383469 -2.072323 1.38 1.37 1.73
N -1.442495 -1.683212 -1.284483 0.84 2.06 2.32
C -2.103557 -1.066649 -0.121495 0.31 -1.01 -0.14
O -3.249301 -1.183829 0.161372 0.08 0.28 -0.26
O -1.248250 -0.423377 0.735667 -0.65 -0.02 0.15
C 0.143238 -0.443224 0.623325 0.91 0.79 -2.97
C 0.763087 0.840939 1.161835 -3.81 1.14 -1.13
C 0.013997 2.114227 0.822003 -1.09 0.57 -2.84
C 0.045728 2.706562 -0.640165 2.23 3.14 2.97
C -0.310307 4.229733 -0.576553 0.91 -1.92 -2.55
C 0.573716 -0.374646 -0.835571 1.77 -1.41 0.72
N 1.674521 -1.014196 -1.019768 -1.25 -0.75 1.12
C 1.995067 -1.974243 0.095505 -0.80 -0.46 -1.62
C 0.921332 -1.622148 1.204285 -0.11 -0.74 -0.44
C -0.085668 -2.728805 1.542417 4.45 -3.16 -2.38
H -1.454904 -2.800484 -2.720636 0.39 -1.66 -2.56
H -3.141940 -2.470660 -1.913835 -2.39 -0.65 -0.21
H 0.686739 0.854132 2.181520 -0.03 -0.71 2.94
H 1.746271 1.040485 0.941364 2.52 -0.36 -0.87
H 0.393687 2.820153 1.493197 0.87 1.46 0.77
H -1.059810 2.190086 1.005852 -0.02 -1.01 0.55
H 0.988804 2.789774 -1.154976 1.00 -0.79 0.19
H -0.580899 2.300164 -1.310391 -2.59 -1.97 -2.06
H -1.223753 4.410259 -0.201637 -3.79 0.10 1.38
H -0.401110 4.629714 -1.612365 0.84 0.12 0.83
H 0.275588 4.722793 0.130028 1.80 1.12 0.43
H 0.339060 0.284360 -1.599519 -1.16 1.42 -0.97
H 2.289814 -0.889854 -1.806745 -0.08 -0.11 -0.33
H 2.979883 -1.658198 0.268057 1.56 -0.25 1.27
H 2.033312 -3.027747 -0.423270 -0.42 1.77 1.58
H 1.279059 -1.152256 2.149480 0.67 -1.18 -0.68
H 0.483954 -3.645340 1.937832 -0.95 1.51 0.08
H -0.544563 -3.156087 0.639543 -0.39 0.61 0.35
H -0.651967 -2.234958 2.200449 -3.00 0.69 2.65



No. 7
37
Properties=species:S:1:pos:R:3:forces:R:3 method="wB97M-V/def2-TZVPD" orbital_gap_ev=9.26 molar_mass_g_mol=269.37 e_tot_ha=-1177.3810 multiplicity=1 homo_ev=-8.8
C 5.285833 -0.392956 0.693929 0.48 -2.88 -7.63
C 3.741165 -0.492851 0.286787 5.47 0.04 5.42
H 3.254482 0.404096 0.213493 -1.13 2.52 0.27
C 3.162981 -1.369012 1.354996 3.01 -0.95 -0.83
N 1.836458 -1.294406 1.062078 -2.14 -6.09 -0.80
C 0.851682 -0.571846 1.488609 -0.33 -1.27 -0.51
N -0.285936 -1.050952 1.113781 -1.10 -2.59 -3.31
N 0.058091 -2.221951 0.218609 1.40 0.92 3.52
N 1.307105 -2.514835 0.376071 -2.30 4.62 0.19
S 1.014214 0.919850 2.231206 2.64 0.66 2.00
C -0.460614 1.448251 1.626007 4.27 9.49 -2.80
H -1.193606 1.063506 2.064289 -6.28 -3.01 3.67
H -0.416730 2.897104 1.975380 -0.34 -4.34 -0.87
C -0.545673 1.481143 0.135043 10.75 4.06 1.08
O 0.570432 1.874826 -0.569519 -4.79 -2.26 2.95
N -1.644505 1.210569 -0.306796 -6.20 -2.05 -5.92
C -2.914367 0.970063 0.358281 1.13 -7.94 -4.23
H -3.120609 1.608022 1.103187 -0.95 2.27 2.52
C -4.106822 0.627831 -0.852651 0.46 2.14 8.62
C -3.756115 -0.507560 -1.659289 1.47 1.95 -5.22
C -2.172862 -0.388854 -2.180139 -4.34 -5.26 1.41
C -1.591197 0.788637 -1.745375 -1.91 6.88 -1.89
H -2.206201 1.605171 -2.421347 1.72 -1.00 1.77
H -0.602401 0.862649 -2.043538 1.89 0.38 -0.37
H -1.627942 -1.205580 -1.781750 0.38 -1.26 0.99
H -2.188486 -0.698979 -3.208866 0.24 1.08 -0.79
H -4.354035 -0.073886 -2.561566 0.81 -1.97 0.51
H -4.040278 -1.515689 -1.446897 -0.32 -0.23 0.63
H -4.897727 0.416320 -0.021955 0.64 0.24 -1.96
H -4.256225 1.650023 -1.155250 -0.49 -0.19 -1.42
H -2.685709 -0.200310 0.670806 -1.09 2.88 0.47
H 3.419240 -0.934696 2.295602 -0.05 0.15 0.95
H 3.570178 -2.471122 1.339503 -0.99 2.17 -0.07
H 3.783328 -0.863617 -0.608580 -0.40 -2.70 -5.06
H 5.866266 0.308410 -0.072935 -1.17 -1.80 0.71
H 5.802268 -1.527079 0.575651 -1.32 3.30 0.76
H 5.544316 0.159709 1.453145 0.86 2.02 5.25



No. 8
36
Properties=species:S:1:pos:R:3:forces:R:3 method="wB97M-V/def2-TZVPD" orbital_gap_ev=10.85 smiles="CCOC(C)=O.O=C1OCCO1.CCCC#N" molar_mass_g_mol=245.28 e_tot_ha=-861.4249 multiplicity=1 homo_ev=-10.6
C -14.596026 15.937617 -5.943756 1.43 -1.05 -0.80
C -15.385451 15.373491 -4.811096 -1.17 2.52 1.74
O -16.499055 14.632584 -5.292358 1.34 0.71 -0.95
C -17.438831 14.095980 -4.558458 -1.25 -2.67 -0.95
C -18.222265 13.083242 -5.377944 0.09 0.10 -0.36
O -17.642945 14.137561 -3.388228 0.74 1.36 1.69
H -13.703116 16.451759 -5.588121 0.00 -0.10 0.30
H -15.059905 16.646855 -6.629247 -0.68 -0.20 0.38
H -14.241134 15.100365 -6.544713 0.19 0.05 -0.33
H -14.897063 14.969114 -3.924504 0.60 -1.26 -0.77
H -15.707170 16.269982 -4.281099 -1.02 0.29 -0.02
H -18.908445 12.586058 -4.692329 -0.14 0.14 -0.39
H -17.532628 12.353118 -5.801527 0.19 -0.10 0.24
H -18.691871 13.498194 -6.269787 -0.31 0.20 0.27
O -15.453362 9.326753 -9.417055 1.59 3.64 2.21
C -14.752246 10.249274 -8.940994 -1.87 -3.21 -3.34
O -13.533462 9.991399 -8.491096 1.31 0.53 1.10
C -12.703258 11.202030 -8.562634 -1.65 -0.76 0.60
C -13.798323 12.279672 -8.610892 1.62 0.59 -2.14
O -14.987158 11.584966 -9.088821 0.90 0.19 1.32
H -12.045010 11.337563 -7.704474 -0.08 -0.53 -0.05
H -12.149696 11.080659 -9.493728 0.08 0.38 0.12
H -13.376532 12.916789 -9.388240 -0.85 0.20 -0.74
H -13.829907 13.044594 -7.835011 -1.04 -1.03 0.92
C -19.574137 13.189210 2.052701 -1.05 0.24 0.35
C -18.872965 12.506542 0.864835 0.36 1.11 0.81
C -18.962257 13.220498 -0.514640 -0.38 -0.58 0.68
C -20.318873 13.360280 -1.029441 -6.72 1.64 -2.19
N -21.443424 13.563157 -1.448460 6.42 -1.34 2.38
H -19.319487 12.886405 3.068355 0.44 -1.21 -0.25
H -20.650953 13.029762 1.996583 -0.13 0.36 -0.08
H -19.371435 14.242513 2.246510 -0.06 0.42 -1.12
H -19.217987 11.475615 0.785800 0.32 0.00 0.03
H -17.829511 12.605269 1.164081 0.31 -0.81 -0.47
H -18.459036 12.619904 -1.272368 0.46 0.23 0.10
H -18.515074 14.210281 -0.422677 0.04 -0.04 -0.32



What is the multiplicity in the sixth record?
1